The following is a DFT calculation (wB97M-V/def2-TZVPD) of a structure of composition C10H15N3O in a non-equilibrium geometry.

Positions of all 29 atoms, in Å:
C  1.336  0.759  -3.532
C  1.988  1.256  -1.327
C  2.574  2.200  -0.460
C  2.291  2.007  0.864
C  1.243  1.172  1.306
C  0.806  0.198  0.355
C  -0.938  -1.757  -0.163
C  -2.411  -1.319  -0.142
C  -2.022  -0.432  2.150
C  -0.635  -0.966  2.066
H  0.969  1.491  -4.640
H  1.826  -0.320  -4.036
H  0.459  0.751  -2.755
H  3.386  2.736  -1.110
H  2.972  2.601  1.530
H  1.471  0.936  2.322
H  -1.159  -2.731  0.289
H  -0.675  -1.737  -1.235
H  -2.510  -0.299  -0.697
H  -3.101  -2.236  -0.632
H  -3.893  -1.378  1.415
H  -1.985  0.669  1.722
H  -2.167  -0.610  3.350
H  0.196  -0.571  2.626
H  -0.602  -1.937  2.399
N  1.195  0.280  -0.991
N  -0.030  -0.964  0.684
N  -2.815  -1.298  1.262
O  2.229  1.500  -2.621

Computed properties:
energy above the lowest of the compared OMol25 structures with the same formula, charge and spin	108.04	kcal per mole
frontier orbital gap	8.62	eV
total energy	-629.3565	a.u.
max |F|	4.567	eV Å⁻¹